(1)
Here is a 2-piece molecular cluster, C5H13O2 overall from the Open Molecules 2025 dataset. Energies are from wB97M-V/def2-TZVPD.

Results
Kohn-Sham gap ... 7.1 eV
LUMO level ... 0.144 Eh
Largest force on an atom ... 1.33 eV/Å
Net charge ... -1
Multiplicity ... 1
ΔE to the lowest compared entry with this formula, charge and spin ... 0.3397 eV

Cartesian coordinates (Å):
O (2.066, 0.250, 2.170)
O (0.690, -1.525, 0.976)
C (0.397, 1.730, -0.920)
C (-1.049, 0.012, 0.278)
C (-0.659, -1.400, 0.766)
C (-1.355, 0.322, -2.238)
C (-0.339, 0.379, -1.068)
H (-2.118, 0.207, 0.193)
H (2.779, 0.098, 1.545)
H (-1.240, -1.612, 1.701)
H (-1.011, -2.128, 0.014)
H (-2.360, 0.193, -1.846)
H (0.961, 1.679, 0.009)
H (-1.171, -0.497, -2.938)
H (1.163, 1.817, -1.702)
H (-0.608, 0.676, 1.028)
H (0.421, -0.384, -1.232)
H (1.340, -0.379, 1.827)
H (-0.288, 2.573, -0.955)
H (-1.320, 1.229, -2.855)

=====

(2)
Here is a 7-piece molecular cluster, C34H82F6N4O10P overall from the Open Molecules 2025 dataset. Energies are from wB97M-V/def2-TZVPD.

Results
Kohn-Sham gap ... 4.8 eV
LUMO level ... -0.070 Eh
Largest force on an atom ... 5.46 eV/Å
Net charge ... +1
Multiplicity ... 1

Cartesian coordinates (Å):
P (4.627, 1.736, -6.047)
F (5.800, 0.716, -5.564)
F (5.566, 2.033, -7.370)
F (5.394, 2.907, -5.236)
F (3.360, 2.657, -6.514)
F (3.931, 0.535, -6.866)
F (3.825, 1.382, -4.683)
O (-2.509, -5.380, 3.519)
O (-7.727, 0.954, 2.896)
O (-2.425, -5.290, 1.360)
O (2.053, 0.000, -0.428)
O (-1.911, -2.294, -7.887)
O (6.445, -1.173, 4.704)
O (0.067, -0.064, -1.367)
O (0.192, -0.852, 0.598)
O (2.781, 8.717, 2.112)
O (-3.567, -6.895, 2.381)
N (-6.326, -0.275, 0.694)
N (2.157, 6.277, 0.373)
N (3.991, -2.344, 5.458)
N (-0.149, -4.166, -5.882)
C (3.628, -0.850, 5.203)
C (0.032, -3.660, -7.377)
C (-0.522, -2.198, -7.717)
C (2.032, 5.627, -0.970)
C (-7.836, -0.554, 0.404)
C (7.650, -1.016, 3.924)
C (-6.427, 0.406, 3.227)
C (-2.722, -4.496, -5.723)
C (1.479, 8.473, 1.615)
C (1.510, 7.683, 0.372)
C (4.376, 4.899, 0.732)
C (-5.939, -0.718, 2.185)
C (-0.103, -5.713, -6.053)
C (-5.574, -1.314, -0.166)
C (-5.856, 1.197, 0.371)
C (0.771, -0.331, -0.378)
C (3.685, 6.267, 0.946)
C (5.285, -2.506, 6.254)
C (-1.433, -3.843, -5.109)
C (-0.113, -6.510, -4.718)
C (2.731, 9.218, 3.399)
C (0.631, 5.653, -1.613)
C (-6.083, 1.649, -0.999)
C (4.301, -4.624, 4.158)
C (3.993, -3.114, 4.052)
C (6.546, -2.270, 5.523)
C (-8.376, -1.976, 0.825)
C (-2.538, -1.042, -8.080)
C (-2.801, -5.946, 2.465)
C (1.073, -3.662, -5.138)
C (1.347, 5.429, 1.335)
C (-8.329, 1.989, 3.676)
C (2.786, -2.929, 6.335)
C (2.481, -2.169, 7.616)
H (-6.375, 1.826, 1.095)
H (2.014, 0.350, -1.321)
H (0.937, 7.870, 2.344)
H (-0.052, 4.918, -1.187)
H (-8.377, 0.174, 1.010)
H (-8.582, 1.697, 4.695)
H (1.513, 5.768, 2.357)
H (0.219, 6.658, -1.710)
H (-3.665, -4.042, -5.421)
H (7.397, -2.245, 6.203)
H (1.957, -2.963, 5.628)
H (-4.870, -0.904, 2.288)
H (0.940, 9.379, 1.339)
H (0.532, 7.636, -0.109)
H (-6.050, -1.396, -1.143)
H (3.037, -2.904, 3.574)
H (-6.516, 0.016, 4.241)
H (5.216, -3.430, 6.827)
H (-7.118, 1.561, -1.328)
H (2.578, 10.297, 3.398)
H (3.017, -3.952, 6.633)
H (-4.794, 1.114, 0.605)
H (-2.351, -0.411, -8.949)
H (2.451, 4.630, -0.832)
H (4.191, -5.044, 3.158)
H (6.832, -3.150, 4.945)
H (-1.410, -4.086, -4.046)
H (-0.306, -1.511, -6.899)
H (1.024, -2.581, -5.007)
H (2.284, 8.047, -0.304)
H (1.032, -3.871, -7.757)
H (-6.324, -1.719, 2.380)
H (-4.537, -0.989, -0.245)
H (2.755, 6.121, -1.619)
H (3.182, -2.365, 8.427)
H (4.020, -0.481, 4.256)
H (-1.003, -6.158, -4.196)
H (0.862, 5.327, -2.627)
H (0.024, -1.742, -8.542)
H (-0.590, -4.327, -7.974)
H (3.737, -5.152, 4.927)
H (0.805, -5.840, -6.642)
H (-2.752, -4.534, -6.812)
H (-1.390, -2.758, -5.200)
H (-9.227, 2.181, 3.088)
H (-9.456, -1.839, 0.882)
H (7.307, -0.172, 3.325)
H (3.667, 6.416, 2.025)
H (0.698, -6.358, -4.006)
H (-3.620, -1.143, -7.991)
H (-2.240, -0.475, -7.198)
H (5.186, -1.750, 7.033)
H (-0.302, -7.575, -4.588)
H (3.879, -0.236, 6.068)
H (2.035, -3.741, -5.645)
H (0.297, 5.400, 1.043)
H (7.833, -1.812, 3.203)
H (4.721, -2.568, 3.451)
H (5.287, 4.818, 1.325)
H (1.213, -4.106, -4.152)
H (1.721, 4.427, 1.125)
H (-5.625, -2.267, 0.361)
H (5.360, -4.846, 4.294)
H (-8.104, -2.319, 1.823)
H (1.440, -2.424, 7.816)
H (2.538, -0.878, 5.215)
H (2.377, -1.087, 7.539)
H (-0.999, -6.051, -6.574)
H (-7.731, 2.898, 3.734)
H (1.949, 8.726, 3.977)
H (-2.907, -5.557, -5.555)
H (4.596, 4.830, -0.334)
H (4.130, 7.084, 0.378)
H (4.019, 3.923, 1.060)
H (3.686, 8.977, 3.866)
H (-8.157, -2.823, 0.174)
H (-5.685, 1.203, 3.176)
H (8.527, -0.954, 4.568)
H (-7.935, -0.245, -0.637)
H (-1.939, -4.496, 1.592)
H (-5.842, 2.709, -1.083)
H (-5.449, 1.063, -1.664)

=====

The highest largest force on an atom belongs to which entry? C34H82F6N4O10P